The following is a quantum chemistry calculation of a cluster of 11 separate species, C33H55BrCl20N4O in total, from OMol25.

Last column: Mulliken charge in e.
Geometry (Å):
1 C 4.47 2.49 3.55  -0.9046
2 C 3.09 3.09 4.14  -0.4116
3 C 1.93 2.20 3.50  -0.2366
4 C 0.48 2.80 3.74  0.4173
5 C -0.01 3.82 2.63  -0.8039
6 C -1.12 3.21 1.65  -0.8264
7 C -0.55 1.80 1.19  -0.3894
8 N 0.59 1.86 0.45  0.4527
9 C 1.09 0.61 0.09  -0.1248
10 C 2.38 0.61 -0.70  -0.8642
11 C 2.99 2.01 -1.10  -0.2580
12 C 2.15 2.74 -2.22  -0.4514
13 C 1.38 4.03 -1.75  0.4526
14 N 1.69 4.81 -0.60  -0.4687
15 O 0.46 4.43 -2.46  -0.5894
16 C 3.03 -0.62 -1.10  0.1174
17 C 2.41 -1.93 -0.69  0.9107
18 C 3.13 -3.26 -1.08  -1.1627
19 Br 5.09 -3.05 -0.66  -0.1558
20 C 2.97 -3.67 -2.61  1.3738
21 C 1.46 -3.91 -3.03  -0.8409
22 C 1.14 -1.95 0.06  -1.0553
23 N 0.55 -3.22 0.40  -0.0084
24 C 0.67 -3.55 1.84  -0.4655
25 C -0.76 -3.71 2.50  -0.7467
26 C 0.43 -0.64 0.50  0.3931
27 N -0.77 -0.76 1.22  -0.1168
28 C -1.21 0.51 1.54  0.5955
29 C -2.55 0.61 2.41  -0.8843
30 H 4.99 3.23 2.90  0.2479
31 H 4.24 1.60 2.89  0.2059
32 H 5.15 2.10 4.36  0.3115
33 H 3.10 3.03 5.26  0.3540
34 H 2.98 4.14 3.75  0.2270
35 H 1.95 1.20 4.03  0.2715
36 H 2.21 2.05 2.43  -0.3860
37 H 0.53 3.38 4.70  0.3287
38 H -0.24 1.95 3.91  -0.2409
39 H 0.85 4.28 2.07  0.0015
40 H -0.51 4.67 3.17  0.4542
41 H -1.11 3.84 0.71  0.2445
42 H -2.12 3.13 2.13  0.4121
43 H 4.09 1.95 -1.32  0.5122
44 H 2.89 2.63 -0.16  -0.1721
45 H 2.79 3.05 -3.10  0.4139
46 H 1.36 2.02 -2.58  0.1704
47 H 1.00 4.72 0.14  0.1472
48 H 2.65 4.67 -0.26  0.3774
49 H 3.99 -0.55 -1.66  0.6008
50 H 2.79 -4.08 -0.39  0.5914
51 H 3.50 -4.67 -2.72  -0.1288
52 H 3.51 -2.94 -3.28  -0.6879
53 H 1.25 -5.01 -3.14  0.2529
54 H 0.74 -3.53 -2.25  0.1252
55 H 1.30 -3.45 -4.04  0.2231
56 H 0.85 -3.98 -0.21  0.4241
57 H 1.25 -2.81 2.45  0.2591
58 H 1.15 -4.57 1.95  0.4149
59 H -1.54 -3.96 1.72  0.1696
60 H -0.78 -4.51 3.31  0.3838
61 H -1.07 -2.76 3.01  0.0344
62 H -3.21 1.46 2.08  0.4677
63 H -3.16 -0.33 2.23  -0.0001
64 H -2.24 0.65 3.48  -0.0375
65 Cl -1.11 2.89 6.55  -0.1421
66 C -2.39 1.67 6.65  -0.1045
67 Cl -1.79 0.07 6.18  -0.1511
68 H -2.75 1.62 7.68  0.1410
69 H -3.20 1.95 5.99  0.2571
70 Cl -4.59 3.90 -1.78  -0.1772
71 C -3.26 3.21 -2.72  -0.0992
72 Cl -3.03 1.50 -2.33  -0.1353
73 H -3.50 3.29 -3.78  0.3338
74 H -2.35 3.75 -2.49  0.0540
75 Cl -0.56 -0.95 -5.05  -0.1087
76 C -2.29 -0.64 -5.20  0.2599
77 Cl -3.19 -2.14 -5.44  -0.1840
78 H -2.64 -0.15 -4.30  -0.2217
79 H -2.45 0.01 -6.06  0.2621
80 Cl -3.10 -0.52 9.69  -0.1421
81 C -4.85 -0.31 9.60  -0.3318
82 Cl -5.27 1.30 9.02  -0.0680
83 H -5.26 -1.05 8.92  0.2728
84 H -5.27 -0.45 10.60  0.2991
85 Cl 1.94 -0.27 -8.80  -0.1588
86 C 0.36 -1.07 -8.70  0.3490
87 Cl 0.31 -2.51 -9.72  -0.1633
88 H 0.18 -1.36 -7.67  -0.0984
89 H -0.41 -0.37 -9.03  0.0610
90 Cl -3.81 -2.63 1.42  -0.1019
91 C -4.20 -3.59 2.85  -0.2968
92 Cl -5.90 -3.39 3.31  -0.1799
93 H -4.02 -4.64 2.63  0.3680
94 H -3.57 -3.27 3.67  0.2188
95 Cl -1.13 -0.47 -11.73  -0.1228
96 C -2.87 -0.23 -11.52  -0.2833
97 Cl -3.32 -0.26 -9.81  -0.1321
98 H -3.15 0.73 -11.94  0.2823
99 H -3.40 -1.03 -12.04  0.2771
100 Cl 4.77 -1.16 -3.78  0.0186
101 C 5.84 -1.25 -5.18  -0.4128
102 Cl 5.21 -0.26 -6.50  -0.1386
103 H 6.82 -0.89 -4.90  0.3476
104 H 5.91 -2.29 -5.52  0.1944
105 Cl 3.80 -7.22 -5.68  -0.1532
106 C 5.02 -7.15 -4.41  -0.3089
107 Cl 5.38 -5.48 -3.95  -0.0732
108 H 4.65 -7.68 -3.53  0.2642
109 H 5.93 -7.62 -4.76  0.3050
110 Cl -6.20 4.15 8.33  -0.1300
111 C -7.93 4.52 8.41  -0.2575
112 Cl -8.49 4.59 10.08  -0.1488
113 H -8.11 5.48 7.93  0.2929
114 H -8.48 3.74 7.88  0.2461

Calculated values
* largest force on an atom: 4.96 eV/Å
* SMILES: CCCCCCc1nc2c(CCC(N)=O)cc([C@H](Br)CC)c(NCC)c2nc1C.ClCCl.ClCCl.ClCCl.ClCCl.ClCCl.ClCCl.ClCCl.ClCCl.ClCCl.ClCCl
* calculated total energy: -13362.4002 a.u.

***

The following is a quantum chemistry calculation of a structure of composition C33H55CdN3O2PSi4, from OMol25.

Last column: Mulliken charge in e.
Geometry (Å):
1 Cd 0.03 -0.04 0.34  2.1956
2 O -1.14 1.24 3.00  -0.5520
3 N -1.15 1.86 1.75  0.0901
4 C -2.28 2.38 1.52  -0.9491
5 C -2.55 3.21 0.32  0.3775
6 C -3.25 4.38 0.62  -0.8257
7 C -3.55 5.31 -0.37  -0.7731
8 C -3.16 5.06 -1.67  -0.9528
9 C -2.48 3.89 -1.98  -0.3458
10 C -2.16 2.95 -1.00  0.7759
11 P -1.36 1.38 -1.53  1.6511
12 C -0.32 1.85 -2.95  0.0186
13 C 0.42 3.03 -2.94  -0.4538
14 C 1.28 3.32 -3.98  -0.9860
15 C 1.42 2.43 -5.04  -0.5587
16 C 0.71 1.24 -5.04  -0.6839
17 C -0.15 0.94 -3.99  -0.7485
18 C -2.78 0.52 -2.29  0.1272
19 C -3.38 -0.52 -1.58  0.3325
20 C -4.49 -1.18 -2.10  -0.5487
21 C -5.01 -0.80 -3.33  -0.6237
22 C -4.42 0.24 -4.04  -0.7943
23 C -3.32 0.90 -3.52  -0.2061
24 H -0.21 1.23 3.24  0.1627
25 H -3.06 2.30 2.27  0.5572
26 H -3.56 4.56 1.64  0.5080
27 H -4.07 6.22 -0.11  0.4084
28 H -3.39 5.77 -2.46  0.4589
29 H -2.21 3.70 -3.01  0.2860
30 H 0.32 3.73 -2.12  0.5584
31 H 1.84 4.25 -3.98  0.4345
32 H 2.09 2.66 -5.86  0.4218
33 H 0.82 0.54 -5.86  0.4365
34 H -0.69 0.01 -4.00  0.5116
35 H -2.98 -0.82 -0.62  -0.3239
36 H -4.95 -1.99 -1.55  0.4913
37 H -5.86 -1.32 -3.74  0.3968
38 H -4.82 0.54 -5.00  0.4368
39 H -2.87 1.71 -4.08  0.2672
40 C -1.56 -5.04 1.36  -1.2094
41 N -1.70 -3.79 0.62  0.1559
42 C -0.97 -3.69 -0.64  -0.7934
43 C -2.06 -2.62 1.23  -0.3108
44 O -1.59 -1.53 0.84  -0.0259
45 N -2.96 -2.67 2.23  0.2142
46 C -4.01 -3.68 2.30  -1.2448
47 C -3.25 -1.45 2.98  -0.9615
48 H -0.51 -5.36 1.33  0.4247
49 H -2.17 -5.83 0.93  0.3418
50 H -1.83 -4.91 2.40  0.3836
51 H -0.57 -4.68 -0.87  0.4067
52 H -0.14 -2.99 -0.57  0.0106
53 H -1.63 -3.38 -1.45  0.3035
54 H -3.98 -4.33 1.43  0.4161
55 H -4.98 -3.18 2.31  0.3837
56 H -3.93 -4.28 3.21  0.3281
57 H -2.38 -0.80 2.97  0.1387
58 H -3.48 -1.72 4.01  0.4082
59 H -4.10 -0.93 2.56  0.3571
60 C 4.66 -2.91 1.11  -1.1590
61 Si 2.91 -2.46 0.67  0.1612
62 C 2.65 -2.84 -1.16  -1.0427
63 C 1.74 -3.50 1.69  -0.4291
64 Si 2.45 -0.20 1.00  -0.4510
65 Si 3.50 1.23 -0.52  0.0488
66 C 5.35 1.22 -0.31  -1.1127
67 C 2.83 2.95 -0.22  -0.7449
68 C 3.08 0.69 -2.26  -0.4503
69 Si 2.57 0.52 3.21  0.6815
70 C 1.57 -0.65 4.29  -0.8438
71 C 4.32 0.57 3.85  -1.1350
72 C 1.85 2.26 3.33  -1.3524
73 H 4.85 -3.97 0.91  0.3672
74 H 4.86 -2.74 2.18  0.3202
75 H 5.39 -2.32 0.54  0.2652
76 H 2.44 -3.91 -1.31  0.4382
77 H 3.55 -2.59 -1.73  0.3766
78 H 1.83 -2.27 -1.59  0.1840
79 H 1.80 -4.55 1.40  0.3936
80 H 0.70 -3.17 1.58  -0.2981
81 H 1.99 -3.43 2.76  0.3999
82 H 5.65 1.55 0.69  0.2921
83 H 5.83 1.89 -1.04  0.3793
84 H 5.76 0.22 -0.46  0.2890
85 H 3.23 3.38 0.70  0.3974
86 H 1.74 2.95 -0.14  -0.0602
87 H 3.11 3.62 -1.05  0.4360
88 H 3.62 -0.22 -2.54  0.4085
89 H 3.33 1.47 -2.98  0.3818
90 H 2.01 0.48 -2.37  -0.2545
91 H 2.11 -1.59 4.40  0.3120
92 H 0.59 -0.90 3.87  0.0009
93 H 1.42 -0.23 5.29  0.4436
94 H 4.78 -0.42 3.81  0.2861
95 H 4.33 0.91 4.89  0.3677
96 H 4.94 1.25 3.26  0.3038
97 H 1.06 2.46 2.60  0.2748
98 H 2.64 2.99 3.14  0.3502
99 H 1.46 2.46 4.33  0.4684

Calculated values
* largest force on an atom: 0.45 eV/Å
* relative energy (zero: lowest compared OMol25 entry of this formula, charge and spin): 0.0 kJ/mol
* net charge: +1
* calculated total energy: -3272.1643 a.u.

***

Here are the calculated orbital gap numbers, same order: 7.57, 7.97 (eV).